Entry from the Open Molecules 2025 dataset: a molecular structure, C49H51HgN5O5P3 (ωB97M-V/def2-TZVPD).

The geometry in XYZ format:
```
114
Properties=species:S:1:pos:R:3:forces:R:3:lowdin_charge:R:1
H -2.446 1.297 -4.809 0.0 0.0 0.0 0.079
C 0.425 -3.763 0.272 0.0 0.0 0.0 -0.105
C 1.322 1.467 2.390 0.0 -0.1 0.0 -0.264
C -0.435 4.774 1.357 0.0 0.0 0.0 -0.097
H 3.336 -0.276 2.174 0.0 0.0 0.0 0.099
C -0.420 -4.815 0.585 0.0 0.0 0.0 -0.083
C -3.685 0.289 -3.368 -0.1 0.0 0.1 -0.355
O -0.160 1.455 -4.201 0.0 0.1 -0.1 0.060
C -1.756 0.074 1.999 0.0 0.0 0.0 -0.105
H 2.545 -1.637 2.983 0.0 0.0 0.0 0.077
H 0.867 -3.692 -0.714 0.0 0.0 0.0 0.104
C 0.690 -2.762 1.209 0.0 0.0 0.0 -0.352
H 0.244 -2.053 3.195 0.0 0.0 0.0 0.090
C -3.420 0.376 3.708 0.0 0.0 0.0 -0.097
N -0.528 -2.031 -2.526 0.1 0.0 0.0 -0.173
H 2.959 1.347 -0.010 0.0 -0.1 0.0 -0.028
C 3.756 -1.841 -1.148 0.0 0.0 0.0 -0.093
H 1.141 2.154 3.221 0.0 0.0 0.0 0.092
N -1.088 2.765 -1.350 0.0 0.0 0.0 -0.226
H -3.000 -4.066 -4.589 0.0 0.0 0.0 0.096
C 3.650 2.492 -1.561 0.0 0.0 -0.1 -0.204
C 0.190 0.465 5.041 0.0 0.0 0.0 -0.013
H -0.811 0.739 6.902 0.0 0.0 0.0 0.100
C 1.347 0.048 4.378 0.0 0.0 0.0 -0.251
H -0.951 -3.251 -5.632 0.0 0.0 0.0 0.097
N 2.173 0.885 -2.675 0.0 -0.1 0.0 -0.099
N 3.846 1.715 -0.336 0.0 0.0 0.0 0.007
O 3.754 2.028 -3.885 0.0 -0.1 0.0 -0.022
H -1.262 -0.569 1.278 0.0 0.0 0.0 0.085
C 3.175 1.760 -2.824 0.0 0.1 0.0 -0.564
H -1.747 3.262 3.139 0.0 0.0 0.0 0.098
H -4.212 -0.024 4.330 0.0 0.0 0.0 0.096
C 3.226 -2.232 0.078 0.0 0.0 0.0 -0.356
H 1.607 7.478 1.483 0.0 0.0 0.0 0.096
C -1.378 1.411 2.107 0.0 0.0 0.0 -0.332
P 1.745 -1.359 0.703 0.0 0.0 0.0 1.059
H -0.813 3.738 -1.478 0.0 0.0 0.0 0.113
H -3.521 -3.474 -2.177 0.0 0.0 0.0 0.085
O -0.460 -0.697 -4.514 0.0 0.0 0.0 0.041
O 0.433 -1.440 -1.764 -0.1 0.0 0.0 -0.353
H -1.933 2.572 -3.219 0.0 0.0 0.0 0.060
H -4.870 1.482 -1.045 0.0 0.0 0.0 0.045
C -0.768 -3.888 2.770 0.0 0.0 0.0 -0.093
N 1.383 0.099 2.961 0.0 0.1 0.0 -0.182
H -0.624 -5.573 -0.161 0.0 0.0 0.0 0.103
C -4.789 -0.558 -3.236 0.0 0.0 0.0 -0.123
H -3.030 -1.489 2.708 0.0 0.0 0.0 0.102
C 5.516 -3.464 -0.919 0.0 0.0 0.0 -0.097
H 2.332 0.542 -4.727 0.0 0.0 0.0 0.126
H -4.417 -0.080 -0.327 0.0 0.0 0.0 0.026
C -1.195 -2.989 -4.612 0.0 0.0 0.0 -0.038
C 1.301 6.442 1.409 0.0 0.0 0.0 -0.100
H -6.384 -1.609 -4.200 0.0 0.0 0.0 0.094
C 2.367 -0.775 2.340 0.0 0.0 0.0 -0.351
C 0.081 -2.832 2.460 0.0 0.0 0.1 -0.094
C 2.243 5.443 1.225 0.0 0.0 0.0 -0.081
O -1.464 2.597 -0.008 0.0 0.1 0.0 -0.490
H 2.628 3.375 0.977 0.0 0.0 0.0 0.067
H 3.164 -0.832 7.108 0.0 0.0 0.0 0.097
C -5.535 -0.950 -4.336 0.0 0.0 0.0 -0.103
C -2.243 2.460 -2.183 0.0 0.0 0.0 -0.367
H -1.234 -3.925 3.748 0.0 0.0 0.0 0.100
H 2.036 -0.906 -3.742 0.0 0.0 0.0 0.089
H 2.948 3.307 -1.355 0.0 -0.1 0.0 0.100
P -2.685 0.691 -1.877 0.0 0.0 -0.1 1.026
H 3.416 -3.589 1.734 0.0 0.0 0.0 0.106
H 5.457 -4.667 0.860 0.0 0.0 0.0 0.097
H 1.095 -0.101 8.261 0.0 0.0 0.0 0.092
C 2.318 -0.470 6.535 0.0 0.0 0.0 -0.098
C 1.167 -0.055 7.182 0.0 0.0 0.0 -0.114
H 3.294 5.690 1.141 0.0 0.0 0.0 0.103
C -0.042 6.100 1.474 0.0 0.0 0.0 -0.089
C 4.902 -2.454 -1.643 0.0 0.0 0.0 -0.076
C 1.853 4.113 1.138 0.0 0.0 0.0 -0.098
H 4.419 0.902 -0.537 0.0 0.0 0.0 0.061
C 0.316 0.341 -4.179 0.0 0.0 0.0 -0.497
C -2.762 -0.443 2.800 0.0 0.0 0.0 -0.080
H 0.783 -2.306 -4.079 0.0 0.0 0.0 0.138
C -2.036 2.225 3.023 0.0 0.0 0.0 -0.092
C 3.844 -3.258 0.794 0.0 0.0 0.0 -0.089
H -1.686 -5.701 2.078 0.0 0.0 0.0 0.095
C 1.788 0.147 -3.863 0.0 0.0 0.0 -0.164
C -1.676 -2.443 -1.964 0.0 0.0 0.0 -0.129
H -3.786 0.653 -6.740 0.0 0.0 0.0 0.099
H -0.654 0.807 4.460 0.0 0.0 0.0 0.080
H 6.406 -3.944 -1.307 0.0 0.0 0.0 0.096
P -0.016 1.984 1.031 0.0 0.0 -0.1 0.874
H 2.329 1.704 2.024 0.0 0.0 0.0 0.055
C -1.020 -4.882 1.836 0.0 0.0 0.0 -0.099
C -2.616 -3.142 -2.661 0.0 0.0 0.1 -0.122
Hg 0.690 0.772 -1.038 0.1 0.1 0.0 0.984
H -1.487 4.526 1.344 0.0 0.0 0.0 0.094
C 4.984 -3.870 0.299 0.0 0.0 0.0 -0.092
H -3.566 2.358 4.518 0.0 0.0 0.0 0.099
H -3.618 1.394 0.224 0.0 0.0 0.0 0.015
C 2.415 -0.415 5.150 0.0 0.0 0.0 -0.030
H 4.600 2.951 -1.834 0.0 0.0 0.0 0.105
C 0.506 3.752 1.211 0.0 0.0 0.0 -0.294
C 0.105 0.418 6.421 0.0 0.0 0.0 -0.083
C -2.323 -3.437 -4.020 0.0 0.0 0.0 -0.114
C -4.043 0.893 -0.645 0.0 -0.1 0.0 -0.275
C -5.189 -0.508 -5.605 0.0 0.0 0.0 -0.109
H -0.796 6.868 1.597 0.0 0.0 0.0 0.098
H 3.340 -0.719 4.680 0.0 0.0 0.0 0.101
C -4.085 0.317 -5.755 0.0 0.0 0.0 -0.088
H 5.306 -2.141 -2.598 0.0 0.0 0.0 0.104
C -3.338 0.707 -4.652 0.1 0.0 0.0 -0.090
C -0.269 -2.075 -3.913 0.0 -0.1 0.0 -0.246
H -5.073 -0.926 -2.259 0.0 0.0 0.0 0.086
H -3.097 3.116 -1.969 0.0 0.0 0.0 0.092
H -1.751 -2.207 -0.912 0.0 0.0 0.0 0.111
H 3.257 -1.062 -1.716 0.0 0.0 0.0 0.069
H -5.767 -0.813 -6.468 0.0 0.0 0.0 0.091
C -3.058 1.711 3.813 0.0 0.0 0.0 -0.096
```
Positions in Å, forces in eV/Å.

LUMO level ... 2.42 eV
Relative energy (zero: lowest compared OMol25 entry of this formula, charge and spin) ... 10.1 kcal/mol
2S+1 ... 1
Net charge ... -1



Entry from the Open Molecules 2025 dataset: C14H18N2O5 in the gas phase in a non-equilibrium geometry (ωB97M-V/def2-TZVPD).

The geometry in XYZ format:
```
39
Properties=species:S:1:pos:R:3:forces:R:3:lowdin_charge:R:1
H -1.024 1.746 -1.479 -0.6 -0.6 0.0 0.131
C 0.028 -1.947 -0.890 1.6 -0.2 -1.2 -0.070
C 3.215 0.586 -0.142 -0.5 1.6 -0.1 -0.634
H 3.359 -2.603 -0.780 0.7 0.2 -0.2 0.103
H -2.226 -2.525 0.676 -0.5 0.5 0.1 0.136
H 0.443 3.809 -1.547 -1.1 -0.9 0.4 0.102
H 4.800 0.044 0.324 2.5 -0.9 -0.9 0.102
C -2.198 -0.371 0.144 -2.9 0.7 1.0 -0.230
O -4.132 -1.756 -0.407 1.0 1.9 -0.5 0.097
H -1.568 -0.292 -0.657 1.3 0.6 -2.4 0.080
H -1.676 -1.320 1.921 -0.4 -0.4 0.6 0.118
C -0.262 -1.793 0.454 -1.2 -0.9 -0.4 -0.254
C -0.413 2.062 -0.656 2.6 1.6 -0.7 -0.291
H 1.434 -2.263 -2.450 0.2 -0.1 0.4 0.116
H -2.294 0.853 1.872 -0.1 -0.1 0.5 0.125
C -3.628 -0.640 -0.427 -0.4 -1.5 1.5 -0.427
C 0.990 1.406 -0.817 0.4 -3.2 -2.5 -0.136
C 0.736 -1.972 1.364 1.8 1.8 0.3 -0.027
C 2.047 1.391 0.283 -1.8 0.0 3.3 -0.104
H 2.894 -2.331 1.643 -1.1 0.8 -1.1 0.128
O -4.350 0.407 -0.790 -1.9 -2.1 -0.8 0.160
C 2.083 -2.093 0.877 0.3 -1.9 1.8 -0.076
C 1.324 -2.194 -1.367 -0.5 0.2 0.2 -0.069
H 0.911 0.234 -0.968 -0.6 2.2 0.4 0.117
H 1.544 0.928 1.251 1.0 0.3 -2.0 0.154
O -0.575 2.285 1.824 -0.2 -0.5 -4.3 0.031
N -0.274 3.552 -0.823 -0.2 -0.7 -1.8 0.062
O 4.034 0.230 0.805 -1.0 0.2 3.2 0.148
C 2.393 -2.285 -0.474 -1.8 -0.1 1.0 -0.093
H 2.424 2.296 0.833 -0.2 -0.2 -1.3 0.147
H -0.659 -1.809 -1.701 -0.9 -0.1 0.1 0.119
H 1.395 1.590 -1.899 -0.5 0.5 2.1 0.156
C -0.952 1.807 0.707 -2.2 -1.0 5.5 -0.323
O 3.555 0.427 -1.269 0.0 -0.3 -2.3 0.115
N -2.100 0.912 0.893 1.8 0.3 -2.4 0.126
H -3.972 1.247 -0.787 1.7 2.1 0.4 0.079
C -1.714 -1.582 0.874 2.0 -0.1 0.4 -0.070
H 0.462 -1.642 2.395 0.8 -1.0 -0.6 0.131
H 0.220 3.792 -0.026 0.9 1.2 2.4 0.022
```
Positions in Å, forces in eV/Å.

LUMO level ... 0.51 eV
Relative energy (zero: lowest compared OMol25 entry of this formula, charge and spin) ... 78.0 kcal/mol
2S+1 ... 1
Net charge ... 0
SMILES ... N[C@@H](CCC(=O)O)C(=O)N[C@@H](Cc1ccccc1)C(=O)O